No. 1
{
  "formula": "C23H44BrGeInNO2SeSi",
  "method": "ωB97M-V/def2-TZVPD",
  "orbital_gap_ev": 8.54,
  "homo_energy_ha": -0.429,
  "molar_mass_g_mol": 740.99,
  "total_charge": 1,
  "lumo_energy_ev": -3.126,
  "species": ["In", "Br", "C", "C", "C", "C", "C", "N", "C", "O", "O", "H", "H", "H", "C", "C", "C", "C", "Si", "C", "C", "C", "C", "C", "C", "C", "C", "H", "H", "H", "H", "H", "H", "H", "H", "H", "H", "H", "H", "H", "H", "H", "H", "H", "H", "H", "H", "H", "H", "H", "H", "H", "H", "H", "C", "Ge", "C", "C", "C", "Se", "C", "H", "H", "H", "H", "H", "H", "H", "H", "H", "H", "H", "H", "H", "H"],
  "positions_angstrom": [[-0.37, -0.98, 0.60], [-1.58, -0.95, -2.78], [-2.34, -2.28, -1.69], [-3.31, -3.15, -2.16], [-3.78, -4.11, -1.28], [-3.28, -4.20, 0.01], [-2.32, -3.28, 0.40], [-1.88, -2.34, -0.44], [-1.68, -3.31, 1.79], [-1.81, -4.31, 2.44], [-1.04, -2.23, 2.13], [-3.67, -3.06, -3.17], [-4.54, -4.81, -1.61], [-3.59, -4.95, 0.71], [1.46, 0.94, -2.01], [2.40, 0.98, -0.80], [2.14, 2.32, -0.09], [3.86, 1.00, -1.31], [2.15, -0.52, 0.36], [2.72, -2.21, -0.34], [2.03, -3.41, 0.33], [4.24, -2.36, -0.15], [2.41, -2.31, -1.84], [2.59, -0.21, 2.20], [2.58, -1.51, 3.02], [1.60, 0.76, 2.87], [4.01, 0.39, 2.30], [1.65, 1.82, -2.63], [0.42, 0.99, -1.69], [1.59, 0.06, -2.63], [2.27, 3.13, -0.82], [2.84, 2.52, 0.73], [1.12, 2.40, 0.30], [4.01, 1.90, -1.92], [4.10, 0.14, -1.93], [4.58, 1.05, -0.49], [2.22, -3.49, 1.40], [2.39, -4.33, -0.14], [0.94, -3.40, 0.18], [4.51, -2.42, 0.91], [4.81, -1.54, -0.59], [4.58, -3.29, -0.62], [1.34, -2.18, -2.06], [2.70, -3.30, -2.20], [2.96, -1.59, -2.44], [1.61, -2.01, 3.00], [2.79, -1.26, 4.07], [3.35, -2.21, 2.70], [0.60, 0.32, 2.94], [1.53, 1.72, 2.37], [1.92, 0.94, 3.90], [4.76, -0.26, 1.83], [4.29, 0.49, 3.35], [4.09, 1.38, 1.85], [-2.46, 3.38, -2.61], [-3.78, 3.35, -1.18], [-3.34, 4.66, 0.19], [-5.60, 3.57, -1.84], [-3.65, 1.54, -0.35], [-1.90, 1.33, 0.49], [-2.42, 1.64, 2.34], [-2.46, 4.34, -3.11], [-2.66, 2.61, -3.35], [-1.46, 3.21, -2.20], [-3.37, 5.67, -0.24], [-2.34, 4.50, 0.59], [-4.06, 4.64, 1.02], [-5.70, 4.55, -2.31], [-6.32, 3.51, -1.03], [-5.85, 2.82, -2.58], [-3.74, 0.76, -1.11], [-4.40, 1.35, 0.41], [-2.65, 2.69, 2.46], [-1.57, 1.38, 2.98], [-3.27, 1.02, 2.58]]
}


No. 2
{
  "formula": "C9H13O3",
  "method": "ωB97M-V/def2-TZVPD",
  "s2": 0.755,
  "orbital_gap_ev": [9.94, 7.81],
  "homo_energy_ha": [-0.340, -0.338],
  "molar_mass_g_mol": 169.20,
  "total_charge": 0,
  "spin_multiplicity": 2,
  "lumo_energy_ev": [0.686, -1.384],
  "species": ["C", "C", "C", "C", "C", "C", "C", "O", "O", "O", "C", "C", "H", "H", "H", "H", "H", "H", "H", "H", "H", "H", "H", "H", "H"],
  "positions_angstrom": [[3.68, -0.23, 0.18], [2.25, 0.13, -0.12], [1.41, -0.93, -0.68], [0.06, -1.08, -0.69], [-0.94, 0.08, -0.83], [-0.23, 1.06, 0.30], [1.29, 1.14, 0.54], [2.18, 1.48, -0.49], [-1.17, 0.56, -1.99], [-0.72, 2.35, 0.26], [-2.57, -0.17, -0.51], [-3.00, -0.88, 0.73], [3.74, -1.28, 0.48], [4.30, -0.15, -0.73], [4.20, 0.38, 0.94], [2.02, -1.81, -0.85], [-0.32, -2.08, -0.91], [-0.59, 0.58, 1.22], [1.55, 1.62, 1.48], [-1.69, 2.32, 0.39], [-3.03, 0.82, -0.57], [-3.01, -0.68, -1.37], [-4.09, -0.97, 0.76], [-2.60, -1.90, 0.78], [-2.72, -0.37, 1.66]]
}


No. 3
{
  "formula": "C8H6Cl2O2",
  "method": "ωB97M-V/def2-TZVPD",
  "orbital_gap_ev": 8.81,
  "homo_energy_ha": -0.308,
  "molar_mass_g_mol": 205.04,
  "total_charge": 0,
  "lumo_energy_ev": 0.417,
  "species": ["C", "C", "C", "C", "C", "C", "C", "C", "O", "O", "Cl", "Cl", "H", "H", "H", "H", "H", "H"],
  "positions_angstrom": [[-1.69, 1.19, -0.16], [-0.67, 1.92, 0.50], [-1.45, -0.15, -0.57], [0.55, 1.34, 0.76], [-0.21, -0.66, -0.20], [0.85, 0.07, 0.34], [1.47, -2.40, 0.30], [0.16, -2.14, -0.37], [1.98, -0.62, 0.50], [2.36, -3.07, -0.40], [-1.01, -3.37, 0.09], [0.33, -2.33, -2.17], [-2.54, 1.77, -0.24], [-0.76, 2.89, 0.79], [-2.03, -0.90, -1.00], [1.27, 1.86, 1.25], [1.30, -2.41, 1.42], [2.05, -3.20, -1.34]]
}


Calculated energy relative to the best compared isomer or geometry (same formula, charge and spin) (kJ/mol), listed in the same order as above: 18.7, 261.2, 130.7
Calculated energy (hartree), listed in the same order as above: -8639.87184, -576.25837, -1379.24542